[1]
The following is a quantum chemistry calculation of C8H77F9I3NO35P2S2Ta as an isolated structure at a distorted geometry, from OMol25.

The geometry in XYZ format:
```
138
Properties=species:S:1:pos:R:3:lowdin_charge:R:1
N -4.6623 -5.2309 -0.8783 0.06
C -3.4347 -5.2269 -1.3579 -0.32
O -2.2513 -4.8869 -2.1574 -0.50
Ta -0.8511 -3.6423 -1.1145 1.23
S -0.6519 -2.2722 -3.3155 0.29
C -2.5380 -2.1674 -0.3625 -0.38
C -2.4478 -0.7229 -1.2026 -0.41
C -3.2511 0.4258 -0.2901 -0.56
I -2.3372 2.4007 -0.7809 0.84
C 0.8526 -2.3406 -0.2753 -0.39
C 1.1186 -2.3480 1.3250 -0.17
C 0.5497 -0.9960 2.1355 -0.22
F -0.5248 -0.4084 1.2925 -0.02
F 1.6606 -0.0170 2.1421 -0.02
C -0.0879 -1.3773 3.5791 -0.19
F 0.6116 -2.5102 4.2951 0.00
F -1.4728 -1.9161 3.3019 -0.04
S -0.2840 -0.0230 4.8306 1.10
F 1.3946 0.2355 5.0397 -0.20
F -0.2875 -1.2582 6.0697 -0.21
F -2.0160 -0.2584 4.7628 -0.21
F -0.4834 1.2304 3.6950 -0.17
F -0.5536 1.1382 6.0651 -0.18
P 1.0131 -5.2872 -2.0027 0.19
O 1.8343 -4.4794 -3.3128 -0.56
I 0.0091 -7.3430 -2.9090 0.39
P -1.0550 -5.1785 0.9348 0.24
O -1.2353 -6.8445 0.3437 -0.58
I -3.1066 -4.7635 2.2618 0.49
H 0.1986 -1.1742 -3.0992 -0.19
H -3.6167 -2.5690 -0.5671 0.03
H -2.4737 -1.9941 0.8167 0.01
H -1.3488 -0.3229 -1.2994 0.02
H -2.9957 -0.8252 -2.2533 0.10
H -4.4027 0.4191 -0.4960 0.05
H -3.0229 0.2689 0.8604 0.05
H 0.7170 -1.2562 -0.7597 0.06
H 1.8642 -2.7325 -0.7796 0.02
H 2.3057 -2.2556 1.4534 0.13
H 0.8527 -3.3290 1.9013 0.07
H 2.4826 -3.8203 -2.9251 0.01
H -2.0724 -7.1759 0.7849 0.01
O 3.8041 -2.8440 -1.2949 -0.10
H 4.7044 -3.1937 -1.3740 0.05
H 3.8959 -2.0969 -0.6846 0.03
O 2.8028 -1.8122 6.7705 -0.05
H 3.0070 -0.8653 6.7964 0.00
H 1.9759 -1.8596 6.2676 0.00
O 5.8732 -1.3369 -1.1424 -0.05
H 6.1198 -0.4500 -0.8400 0.04
H 6.7012 -1.7062 -1.4846 0.06
O 3.3106 1.5760 6.8070 -0.05
H 3.5149 2.5229 6.8329 0.06
H 2.4837 1.5286 6.3041 0.02
O -4.9313 -1.6335 4.6343 -0.06
H -5.3330 -1.8292 5.4941 0.04
H -4.0041 -1.4476 4.8461 0.00
O -5.5289 0.2261 -2.7530 -0.07
H -5.4791 0.3144 -3.7167 0.03
H -6.1042 0.9567 -2.4804 0.01
O 1.1293 2.1030 -1.3028 -0.10
H 0.7275 1.9074 -0.4430 -0.01
H 2.0565 2.2890 -1.0910 0.00
O -5.0338 3.5018 0.4614 -0.15
H -5.1093 3.8494 1.3628 0.05
H -5.2635 4.2569 -0.1007 0.05
O -0.5205 1.8000 -3.8492 -0.11
H -0.0415 2.4933 -4.3277 0.00
H 0.0154 1.6501 -3.0559 -0.02
O 4.2361 1.8520 -1.0608 -0.07
H 4.7151 2.5452 -1.5392 0.05
H 4.7720 1.7021 -0.2674 0.05
O 1.4021 2.7452 -5.9916 -0.05
H 2.3181 2.4421 -6.0814 0.03
H 0.9723 2.4346 -6.8026 0.06
O 3.9759 4.0954 -0.0644 -0.07
H 3.5667 4.9612 0.0833 0.06
H 3.4715 3.4975 0.5076 0.04
O 3.1307 -7.8328 -2.3191 -0.19
H 3.2960 -7.6808 -3.2618 0.02
H 3.1867 -8.7955 -2.2238 0.03
O -6.1608 -3.0082 0.3967 -0.11
H -6.0460 -3.8023 -0.1466 -0.03
H -6.2709 -2.2955 -0.2506 0.03
O -2.7037 4.5170 -3.6505 -0.10
H -2.4537 5.4328 -3.8452 0.04
H -1.8567 4.0684 -3.5080 0.00
O -5.6405 4.9748 -4.4124 -0.08
H -5.3904 5.8905 -4.6071 -0.01
H -4.7935 4.5261 -4.2699 -0.01
O 5.5759 -0.0595 8.1398 -0.05
H 5.7801 0.8873 8.1657 0.03
H 4.7490 -0.1070 7.6369 0.01
O 8.3005 -0.1595 9.3877 -0.08
H 8.5047 0.7874 9.4136 0.01
H 7.4735 -0.2069 8.8848 0.01
O -7.8452 2.2259 -0.2151 -0.06
H -8.2469 2.0302 0.6446 0.05
H -6.9180 2.4118 -0.0034 0.00
O -3.9747 7.4705 -5.1027 -0.05
H -3.9249 7.5588 -6.0663 0.05
H -4.5501 8.2010 -4.8301 0.05
O 10.6787 2.0817 9.5623 -0.06
H 10.8439 2.2336 8.6197 0.04
H 10.7347 1.1190 9.6576 0.03
O -4.3301 2.4109 -5.0273 -0.06
H -4.6350 2.8503 -5.8353 0.02
H -3.3722 2.5574 -5.0282 0.03
O 4.5270 1.7137 -5.6018 -0.06
H 4.1252 1.5180 -4.7420 0.05
H 5.4542 1.8996 -5.3901 0.03
O -0.4621 -2.4286 -6.9184 -0.09
H -0.5376 -2.0810 -6.0170 -0.05
H -0.6918 -1.6735 -7.4805 0.02
O 2.2359 4.2555 -8.4172 -0.07
H 1.8341 4.0599 -7.5574 -0.01
H 3.1630 4.4415 -8.2055 0.04
O -3.8624 4.2409 -7.6015 -0.05
H -4.1673 4.6803 -8.4096 0.04
H -2.9046 4.3874 -7.6025 0.04
O 6.8820 1.8054 10.2544 -0.07
H 5.9246 1.7729 10.4001 0.05
H 7.2309 1.1124 10.8350 0.05
O 8.4521 -3.0785 8.0031 -0.07
H 8.4211 -2.2177 8.4471 0.00
H 9.0938 -3.5865 8.5219 0.03
O -3.8622 -5.1648 5.7025 -0.12
H -3.3832 -4.4715 5.2240 -0.04
H -3.3263 -5.3147 6.4958 0.03
O 6.8090 1.3143 -7.1249 -0.07
H 5.9563 0.8543 -7.1368 0.03
H 7.4077 0.6867 -6.6928 0.05
O -7.8784 0.9070 -4.2171 -0.05
H -7.9539 1.2546 -3.3158 0.02
H -8.1081 1.6621 -4.7792 0.05
O -10.7495 1.2775 -1.6078 -0.07
H -11.1512 1.0818 -0.7480 0.03
H -9.8223 1.4634 -1.3961 0.00
```

Kohn-Sham gap = 0.107 Eh
lowest unoccupied orbital energy = -1.23 eV
calculated total energy = -173249.04160 eV
net charge = -1
HOMO energy = -4.14 eV

---

[2]
The following is a quantum chemistry calculation of C10H27NO2PtSi2 as an isolated structure at a distorted geometry, from OMol25.

The geometry in XYZ format:
```
43
Properties=species:S:1:pos:R:3:lowdin_charge:R:1
C -1.4810 4.7341 -2.6204 -0.11
C -2.6054 3.9063 -3.2335 -0.29
N -2.5269 2.4562 -2.9512 -0.12
Si -2.5936 1.7413 -1.4192 0.43
C -4.2082 1.0676 -0.8751 -0.17
O -1.5033 0.3874 -1.5085 -0.33
Si 0.0700 0.3329 -1.3626 0.64
C 0.9303 -1.2018 -1.9501 -0.25
C 1.4933 -2.1868 -0.9195 -0.27
C 2.9134 -1.9283 -0.4085 -0.18
C 3.1085 -2.5131 1.0093 -0.13
C 2.6073 -1.5917 2.1030 -0.21
O 1.5350 -2.1570 2.8497 -0.26
C 1.4132 -1.8051 4.3079 -0.16
C 0.2083 -2.5276 4.8529 -0.04
H -1.6251 4.9121 -1.5518 0.06
H -1.4109 5.7088 -3.1092 0.08
H -0.5185 4.2306 -2.7613 0.07
H -3.5793 4.2629 -2.8831 0.11
H -2.6209 4.0283 -4.3179 0.12
H -1.9785 1.9818 -3.6544 0.08
H -1.9498 2.5784 -0.3663 0.02
H -4.9975 1.8079 -1.0379 0.05
H -4.2145 0.8048 0.1869 0.04
H -4.4728 0.1790 -1.4554 0.05
H 0.7626 1.6145 -1.5475 0.04
H 0.1736 0.1955 0.3941 -0.07
H 0.1928 -1.7008 -2.5893 0.11
H 1.7456 -0.8670 -2.6063 0.10
H 0.7856 -2.2307 -0.0239 0.05
H 1.4274 -3.2188 -1.2757 0.14
H 3.6307 -2.4052 -1.0795 0.14
H 3.1655 -0.8605 -0.4198 0.12
H 2.5624 -3.4577 1.0918 0.14
H 4.1586 -2.7358 1.2069 0.14
H 2.1368 -0.5087 1.6001 0.12
H 3.3835 -1.1085 2.7027 0.17
H 2.3562 -2.1314 4.7476 0.14
H 1.3386 -0.7131 4.3676 0.13
H 0.2491 -3.5945 4.6248 0.10
H 0.2082 -2.4216 5.9418 0.11
H -0.7313 -2.1064 4.4830 0.09
Pt 0.4611 -0.9583 1.4580 1.01
```

Kohn-Sham gap = 0.145 Eh
lowest unoccupied orbital energy = -10.31 eV
calculated total energy = -35377.85730 eV
net charge = +2
HOMO energy = -14.26 eV

---

[3]
The following is a quantum chemistry calculation of a 3-piece molecular cluster, C3H8N2O2 overall at a distorted geometry, from OMol25.

The geometry in XYZ format:
```
15
Properties=species:S:1:pos:R:3:lowdin_charge:R:1
C 0.6994 0.4904 -1.1972 -0.14
C 3.1930 0.6161 -0.6130 0.00
C 1.9755 0.0479 -0.4767 -0.21
N -11.9272 -0.8768 1.1509 -0.43
N 5.7486 -0.3753 1.2026 -0.41
O 6.3337 0.7212 1.5866 -0.29
O 6.3698 -1.4285 0.9784 -0.24
H -0.2525 0.0670 -0.7969 0.07
H 0.3908 1.5419 -1.2352 0.06
H 0.9238 0.2398 -2.2243 0.05
H 3.4650 1.3082 -1.3764 0.05
H 4.0061 0.0237 -0.3352 -0.01
H 1.7596 -0.7827 0.1301 0.06
H -11.0566 -0.1045 1.2304 -0.24
H -11.6289 -1.4884 1.9759 -0.33
```

relative energy (zero: lowest compared OMol25 entry of this formula, charge and spin) = 4.9 kcal/mol
Kohn-Sham gap = 0.163 Eh
lowest unoccupied orbital energy = 4.70 eV
calculated total energy = -10310.26918 eV
net charge = -2
HOMO energy = 0.26 eV

---

Which of these has the highest calculated total energy?
C3H8N2O2